Record 1
A structure of composition C7H9NO2 in a non-equilibrium geometry, computed with ωB97M-V/def2-TZVPD.

Cartesian coordinates (Å):
O1 0.8999 0.6257 1.8080
O2 -2.0309 1.6878 -0.9349
N1 0.1215 1.1783 -0.3107
C1 -1.2663 0.8595 -0.4239
C2 2.4669 1.6162 0.4043
C3 -1.7203 -0.5428 -0.1331
C4 -0.6483 -2.2349 -0.4842
C5 -1.2817 -1.3974 -1.3054
C6 -0.8563 -1.4270 0.7461
C7 1.0669 1.0687 0.7116
H1 -1.4019 -2.1534 1.5370
H2 2.4781 2.6343 0.7512
H3 2.8812 1.4249 -0.5754
H4 -1.6511 -1.2936 -2.3156
H5 0.0428 -1.0341 1.2305
H6 3.1414 0.8889 1.0148
H7 0.0033 -3.0654 -0.7180
H8 -2.7356 -0.5133 0.1347
H9 0.4903 1.6779 -1.1371

Cartesian forces (eV/Å) of the 6 atoms listed first:
O -0.9 -0.2 1.1
O 1.8 -1.7 0.9
N 0.9 0.4 -0.7
C -1.5 1.8 -0.4
C 0.7 -2.7 1.0
C 1.1 1.7 0.1

Computed properties:
Highest occupied orbital energy, eV: -9.59
HOMO-LUMO gap, eV: 10.23
Net charge: 0
E_LUMO, eV: 0.642

***

Record 2
An isolated molecule of C7H9NO3 in a non-equilibrium geometry, computed with ωB97M-V/def2-TZVPD.

Cartesian coordinates (Å):
O1 4.2862 0.9485 0.4822
O2 3.2455 -0.9326 -0.1014
O3 2.2672 1.1661 -0.3042
N1 0.8650 1.0959 -0.2022
C1 -1.3638 1.7720 0.1570
C2 0.1990 -0.0108 0.1790
C3 0.1179 2.2241 -0.0665
C4 0.8319 -1.3319 0.4167
C5 2.0484 -1.6148 -0.4694
C6 -1.2752 0.2643 0.3178
C7 3.2891 0.3887 0.0826
H1 1.2237 -1.3449 1.4756
H2 -1.9241 -0.0984 -0.6683
H3 -1.8583 2.0429 -0.7479
H4 2.3707 -2.7328 -0.1982
H5 -1.6939 -0.0953 1.2625
H6 -1.7456 2.2434 1.0757
H7 0.0800 -2.0934 0.4138
H8 0.3986 3.1968 -0.5921
H9 1.9096 -1.4355 -1.5892

Cartesian forces (eV/Å) of the 6 atoms listed first:
O -1.5 -0.9 -0.7
O -0.1 0.8 0.6
O -1.7 2.1 -1.1
N -1.1 -0.9 1.7
C 2.4 1.2 0.9
C -0.1 -1.5 -0.8

Computed properties:
Highest occupied orbital energy (spin up / spin down), eV: -6.52 / -6.73
HOMO-LUMO gap (spin up / spin down), eV: 7.21 / 7.41
Net charge: 0
E_LUMO (spin up / spin down), eV: 0.689 / 0.679

***

Record 3
An isolated molecule of C7H9NO3 in a non-equilibrium geometry, computed with ωB97M-V/def2-TZVPD.

Cartesian coordinates (Å):
O1 -1.0177 0.3133 -1.0192
O2 1.5286 2.7691 1.1121
O3 0.4406 -2.1312 -1.5323
N1 3.1442 -0.3996 0.8754
C1 -0.5445 2.7446 -0.0563
C2 0.9001 0.6393 0.2766
C3 0.6142 1.9741 0.4551
C4 -1.4779 -2.5877 -0.0661
C5 -0.1907 -0.2014 -0.3125
C6 2.1242 0.1031 0.6763
C7 -0.1987 -1.8096 -0.2373
H1 1.2234 3.6765 1.2462
H2 0.6715 -3.0690 -1.4466
H3 -1.7556 -3.0320 -0.9813
H4 -1.3118 -3.4782 0.5824
H5 -0.7878 3.5131 0.7044
H6 -2.2843 -1.9476 0.4972
H7 -1.3668 2.0406 -0.2535
H8 -0.2253 3.0810 -1.0295
H9 0.5142 -2.1984 0.5091

Cartesian forces (eV/Å) of the 6 atoms listed first:
O -0.7 -0.3 -0.2
O -0.2 -1.4 -0.4
O -0.6 -0.1 1.0
N -0.4 0.2 0.1
C -0.5 -1.1 0.9
C -1.8 1.1 0.1

Computed properties:
Structure (SMILES): C/C(O)=C(/C#N)C(=O)[C@@H](C)O
Highest occupied orbital energy, eV: -9.53
HOMO-LUMO gap, eV: 9.72
Net charge: 0
E_LUMO, eV: 0.191

***

| no. | DFT total energy (hartree) |
| --- | --- |
| 1 | -477.2977 |
| 2 | -552.4118 |
| 3 | -552.5461 |